No. 1
{
  "formula": "C33H87N13O4P3",
  "method": "the ωB97M-V functional and the def2-TZVPD basis",
  "symbols": ["C", "C", "C", "C", "C", "C", "C", "C", "C", "C", "C", "C", "C", "O", "C", "N", "N", "C", "N", "N", "H", "H", "H", "H", "H", "H", "H", "H", "H", "H", "H", "H", "H", "H", "H", "H", "H", "H", "H", "H", "H", "H", "H", "H", "H", "H", "H", "H", "H", "H", "H", "H", "H", "O", "P", "N", "C", "C", "N", "C", "C", "N", "C", "C", "H", "H", "H", "H", "H", "H", "H", "H", "H", "H", "H", "H", "H", "H", "H", "H", "H", "H", "O", "P", "N", "C", "C", "N", "C", "C", "N", "C", "C", "H", "H", "H", "H", "H", "H", "H", "H", "H", "H", "H", "H", "H", "H", "H", "H", "H", "H", "O", "P", "N", "C", "C", "N", "C", "C", "N", "C", "C", "H", "H", "H", "H", "H", "H", "H", "H", "H", "H", "H", "H", "H", "H", "H", "H", "H", "H"],
  "xyz": [[-7.693, -2.135, 1.094], [-8.246, -1.027, 0.075], [-8.510, -1.635, -1.376], [-7.167, -2.151, -2.050], [-7.321, -3.490, -2.859], [-7.899, -4.703, -2.001], [-7.336, -6.099, -2.538], [-6.362, -6.777, -1.460], [-5.030, -5.946, -1.487], [-4.392, -5.642, -0.086], [-3.424, -4.398, -0.338], [-2.745, -3.970, 1.014], [-2.674, -2.415, 1.243], [-3.720, -1.669, 0.615], [-1.251, -1.789, 0.893], [-1.044, -1.583, -0.555], [-2.370, -4.879, -1.305], [-2.971, -5.498, -2.462], [-2.702, -5.083, -3.676], [-3.931, -6.566, -2.317], [-8.490, -2.413, 1.830], [-6.823, -1.702, 1.665], [-7.335, -3.009, 0.495], [-9.203, -0.623, 0.502], [-7.533, -0.153, 0.032], [-8.931, -0.773, -1.971], [-9.296, -2.427, -1.298], [-6.361, -2.186, -1.263], [-6.850, -1.333, -2.761], [-8.025, -3.348, -3.728], [-6.322, -3.738, -3.327], [-7.631, -4.568, -0.912], [-9.012, -4.666, -2.098], [-6.667, -5.867, -3.424], [-8.139, -6.790, -2.890], [-6.901, -6.685, -0.478], [-6.231, -7.871, -1.682], [-5.234, -4.939, -1.963], [-3.699, -6.483, 0.214], [-5.126, -5.470, 0.739], [-4.062, -3.616, -0.819], [-3.273, -4.441, 1.878], [-1.677, -4.338, 0.971], [-2.793, -2.249, 2.358], [-4.050, -0.993, 1.219], [-1.231, -0.793, 1.423], [-0.439, -2.399, 1.387], [-1.538, -0.721, -0.787], [-1.527, -2.354, -1.028], [-1.753, -5.546, -0.834], [-2.029, -4.314, -3.756], [-3.150, -5.429, -4.519], [-4.291, -6.849, -3.233], [-0.117, 3.009, 2.227], [1.207, 2.447, 1.690], [2.148, 3.149, 2.955], [3.406, 3.868, 2.842], [1.952, 2.566, 4.281], [1.225, 3.475, 0.297], [2.321, 4.343, -0.097], [-0.030, 4.134, -0.067], [2.641, 1.630, 1.036], [2.277, 0.848, -0.182], [3.288, 0.640, 1.921], [4.207, 3.292, 2.366], [3.790, 4.174, 3.818], [3.284, 4.802, 2.296], [2.369, 1.553, 4.359], [0.885, 2.496, 4.515], [2.400, 3.171, 5.070], [2.311, 5.286, 0.459], [2.240, 4.598, -1.160], [3.296, 3.870, 0.009], [-0.240, 4.983, 0.591], [-0.866, 3.436, -0.025], [0.006, 4.501, -1.098], [1.535, 0.075, 0.047], [3.160, 0.366, -0.611], [1.866, 1.480, -0.966], [2.571, -0.089, 2.310], [3.797, 1.107, 2.763], [4.071, 0.101, 1.384], [6.083, 4.677, 4.952], [6.887, 4.886, 6.242], [5.790, 6.052, 6.892], [6.103, 7.316, 7.532], [4.482, 5.531, 7.287], [8.204, 5.688, 5.455], [8.754, 6.978, 5.834], [8.289, 5.568, 3.999], [7.851, 4.890, 7.732], [9.011, 3.961, 7.596], [7.162, 4.435, 8.957], [6.753, 7.223, 8.410], [5.201, 7.831, 7.872], [6.567, 8.012, 6.835], [4.537, 4.896, 8.181], [4.053, 4.924, 6.484], [3.761, 6.325, 7.489], [8.158, 7.806, 5.435], [9.767, 7.090, 5.433], [8.858, 7.094, 6.912], [7.560, 6.216, 3.502], [8.124, 4.539, 3.681], [9.287, 5.838, 3.642], [8.679, 2.933, 7.424], [9.630, 3.980, 8.497], [9.666, 4.241, 6.773], [6.676, 3.466, 8.814], [6.416, 5.149, 9.303], [7.870, 4.348, 9.784], [2.083, -2.706, -6.787], [0.637, -2.220, -6.941], [1.078, -0.578, -7.234], [0.490, 0.621, -6.664], [1.746, -0.326, -8.511], [0.242, -2.447, -5.267], [-0.342, -1.443, -4.395], [1.154, -3.269, -4.469], [-1.077, -1.865, -7.240], [-1.896, -3.098, -7.068], [-1.419, -1.390, -8.597], [-0.586, 0.723, -6.851], [0.958, 1.526, -7.059], [0.658, 0.676, -5.590], [1.067, -0.431, -9.367], [2.566, -1.034, -8.661], [2.189, 0.670, -8.559], [0.412, -0.752, -4.007], [-0.813, -1.922, -3.526], [-1.140, -0.876, -4.874], [2.063, -2.719, -4.209], [1.430, -4.179, -5.001], [0.675, -3.595, -3.538], [-1.596, -3.878, -7.774], [-2.958, -2.882, -7.218], [-1.809, -3.509, -6.062], [-1.021, -2.052, -9.372], [-1.059, -0.381, -8.785], [-2.503, -1.328, -8.719]],
  "atomic_forces_ev_per_a": [[0.05, 1.08, -0.41], [-0.04, -0.64, 0.28], [0.31, 1.02, 0.67], [-0.56, 0.71, -0.33], [-0.17, 0.12, 0.24], [0.62, 0.03, -0.67], [0.73, 0.22, 0.21], [-0.96, 0.46, -0.90], [-0.64, 0.08, 1.72], [1.02, 0.29, -0.57], [-1.13, -1.38, 1.27], [0.23, 0.64, -1.04], [1.10, 0.62, 1.77], [0.09, -0.68, -0.29], [-0.75, 0.26, 0.83], [-0.30, -0.26, 0.78], [-0.92, 0.10, -1.65], [-1.32, -2.08, 0.21], [0.88, 0.76, 1.14], [1.29, 2.63, -0.28], [0.78, -0.02, -0.74], [-0.85, -0.64, -0.47], [-0.32, 0.55, 0.83], [0.82, -0.30, -0.57], [-0.65, -0.96, -0.18], [0.30, -1.13, 0.34], [0.70, 0.57, -0.09], [-0.68, -0.36, -0.76], [-0.15, -0.92, 0.65], [0.72, 0.06, 0.80], [-0.93, 0.10, 0.54], [-0.30, -0.19, -1.08], [0.94, -0.18, 0.29], [-0.94, -0.36, 0.60], [0.65, 0.55, 0.46], [0.92, -0.15, -0.72], [0.19, 1.03, 0.24], [-0.27, -1.05, 0.59], [-0.99, 0.58, -0.16], [0.46, 0.04, -0.92], [0.95, -0.23, 0.46], [0.40, 0.26, -0.83], [-1.12, 0.26, 0.37], [0.25, -0.41, -1.03], [0.19, -0.19, -0.08], [0.11, -0.87, -0.68], [-0.77, 0.40, -0.72], [0.09, -0.38, -0.22], [0.30, 0.42, -0.13], [-0.24, 0.05, -0.24], [-0.10, -0.36, -0.17], [0.07, -0.02, 0.33], [0.11, 0.00, 0.26], [-0.65, -4.40, -0.22], [2.68, 8.12, -0.07], [0.36, -0.29, 1.18], [0.37, -0.01, -0.41], [-0.64, -0.15, -0.05], [-0.39, -0.07, -0.42], [0.52, -0.39, -0.41], [-0.20, -0.27, 0.16], [-2.40, -2.89, -0.16], [0.09, 0.10, -0.65], [0.42, 0.19, 0.58], [0.07, 0.04, -0.07], [-0.21, -0.27, 0.04], [-0.03, -0.08, -0.18], [0.10, -0.02, 0.21], [0.02, -0.01, -0.11], [0.08, 0.09, -0.23], [0.01, 0.02, 0.04], [-0.15, -0.03, 0.04], [-0.09, -0.03, 0.27], [-0.13, 0.01, 0.00], [0.05, 0.13, 0.19], [0.31, -0.03, 0.04], [0.15, -0.15, -0.08], [0.03, 0.02, 0.26], [-0.03, 0.17, 0.26], [0.13, -0.13, -0.03], [-0.25, 0.21, 0.00], [-0.21, 0.07, -0.20], [0.30, -3.83, 1.91], [0.38, 7.99, -2.19], [-1.10, 0.05, 0.67], [0.53, 0.10, 0.23], [-0.06, -0.47, -0.41], [0.24, -0.24, -0.36], [0.50, -0.10, 0.56], [-0.19, -0.34, -0.03], [-0.32, -3.60, -0.53], [0.68, 0.10, -0.12], [-0.48, 0.38, 0.35], [0.10, 0.04, 0.02], [-0.11, -0.36, -0.09], [0.17, -0.08, 0.00], [-0.17, 0.04, 0.12], [0.12, 0.00, 0.00], [0.22, 0.10, -0.05], [-0.03, 0.03, -0.01], [-0.07, -0.10, -0.10], [-0.26, -0.06, 0.00], [-0.03, -0.05, -0.11], [-0.17, 0.15, 0.02], [0.02, 0.13, 0.29], [0.09, -0.04, 0.19], [-0.26, 0.06, 0.06], [-0.27, 0.14, -0.06], [0.07, -0.04, 0.17], [-0.07, 0.05, -0.31], [0.14, -0.06, -0.26], [-1.93, -2.29, -3.10], [2.07, 5.34, 5.85], [0.22, 0.66, -0.87], [-0.56, -0.02, 0.24], [0.36, -0.58, -0.17], [-0.23, -0.59, 0.38], [-0.71, 0.04, -0.19], [0.17, -0.20, -0.38], [0.29, -3.05, -1.83], [-0.44, -0.14, 0.34], [0.12, 0.62, -0.30], [-0.09, 0.02, 0.07], [0.12, -0.29, -0.21], [-0.12, -0.12, 0.06], [0.05, 0.16, -0.12], [-0.10, -0.03, 0.07], [-0.13, -0.03, 0.22], [-0.01, 0.01, 0.06], [0.14, -0.07, 0.07], [0.20, 0.06, -0.21], [0.07, -0.12, 0.05], [0.15, 0.21, -0.03], [-0.19, 0.26, 0.01], [-0.21, 0.00, -0.05], [0.14, 0.17, -0.17], [0.30, 0.19, -0.02], [-0.16, 0.04, -0.07], [0.26, -0.09, 0.18], [0.06, -0.21, 0.19]],
  "largest_force_ha_per_bohr": 0.166,
  "homo_lumo_gap_ha": 0.19287,
  "multiplicity": 1,
  "charge": 1,
  "e_homo_ev": -9.02
}

---

No. 2
{
  "formula": "C11H13LaN2P",
  "method": "the ωB97M-V functional and the def2-TZVPD basis",
  "symbols": ["C", "C", "P", "C", "C", "C", "C", "C", "C", "N", "C", "C", "N", "C", "H", "H", "H", "H", "H", "H", "H", "H", "H", "H", "H", "H", "H", "La"],
  "xyz": [[0.698, -2.495, 0.740], [1.659, -2.178, -0.457], [1.822, -0.377, -0.976], [3.535, 0.269, -0.502], [0.560, 0.665, -0.110], [0.864, 1.630, 0.956], [-0.154, 2.462, 1.607], [-1.558, 2.387, 1.186], [-1.917, 1.383, 0.089], [-3.311, 1.353, -0.288], [-3.550, 0.383, -1.289], [-2.499, -0.472, -1.845], [-1.132, -0.432, -1.510], [-0.874, 0.502, -0.554], [0.075, -1.656, 1.132], [1.304, -2.864, 1.607], [-0.012, -3.312, 0.448], [2.687, -2.543, -0.231], [1.294, -2.748, -1.350], [4.190, -0.605, -0.303], [3.872, 0.865, -1.386], [3.508, 0.967, 0.362], [1.897, 1.764, 1.321], [0.170, 3.145, 2.417], [-2.326, 3.047, 1.655], [-4.587, 0.275, -1.681], [-2.791, -1.192, -2.645], [-3.424, -0.218, 1.606]],
  "atomic_forces_ev_per_a": [[-0.03, -0.75, 0.44], [-0.86, -0.42, -0.35], [0.33, 1.05, 1.58], [-0.70, 0.16, -0.42], [-0.19, -0.05, 0.78], [-1.98, 0.90, -0.33], [0.34, -1.82, -1.82], [0.88, -2.70, -1.17], [-0.05, 2.27, 1.55], [2.05, -2.96, -0.47], [1.39, -0.47, 0.17], [-0.30, 0.47, 0.44], [-2.97, 1.97, 1.30], [0.95, 0.38, 0.46], [0.53, -0.21, -0.41], [-0.62, 0.31, -0.71], [0.71, 0.61, 0.26], [-0.63, 0.50, -0.26], [0.49, 0.59, 0.66], [-0.34, 0.69, -0.19], [-0.02, -0.64, 0.69], [0.05, -0.65, -0.46], [-0.72, -0.22, -0.36], [-0.39, -0.51, -0.57], [0.58, -0.49, -0.78], [0.87, 0.24, 0.32], [0.31, 0.62, 0.73], [0.30, 1.11, -1.09]],
  "largest_force_ha_per_bohr": 0.074,
  "homo_lumo_gap_ha": 0.14690,
  "multiplicity": 1,
  "charge": 3,
  "e_homo_ev": -17.44
}

---

No. 3
{
  "formula": "C5H10O",
  "method": "the ωB97M-V functional and the def2-TZVPD basis",
  "symbols": ["O", "C", "C", "C", "C", "C", "H", "H", "H", "H", "H", "H", "H", "H", "H", "H"],
  "xyz": [[-0.284, -1.364, 1.991], [-0.509, -1.050, 0.720], [1.215, -0.519, -0.022], [0.864, 0.856, -0.568], [-0.640, 0.845, -0.867], [-1.274, 0.215, 0.368], [0.714, -0.948, 1.201], [-0.701, -1.877, 0.010], [2.136, -0.507, 0.588], [1.350, -1.285, -0.788], [1.457, 1.107, -1.455], [1.076, 1.619, 0.190], [-1.031, 1.847, -1.068], [-0.839, 0.228, -1.754], [-1.206, 0.883, 1.234], [-2.328, -0.050, 0.220]],
  "atomic_forces_ev_per_a": [[0.01, -0.06, 0.12], [-0.23, 0.10, -0.42], [0.10, 0.01, -0.16], [0.02, 0.05, 0.03], [-0.01, 0.00, -0.05], [0.00, -0.02, 0.10], [0.20, 0.02, 0.00], [0.04, 0.11, 0.16], [-0.15, -0.04, 0.01], [-0.06, 0.10, 0.12], [-0.07, -0.04, 0.13], [-0.03, -0.10, -0.10], [0.05, -0.16, 0.03], [0.02, 0.09, 0.12], [-0.02, -0.05, -0.12], [0.14, 0.01, 0.02]],
  "largest_force_ha_per_bohr": 0.009,
  "relative_energy_kcal_mol": 85.3,
  "homo_lumo_gap_ha": 0.36358,
  "multiplicity": 1,
  "e_homo_ev": -8.90
}